C4H4N2O in the gas phase, computed with the ωB97M-V functional and the def2-TZVPD basis.

Geometry (Å):
1 O 2.34019 -1.03129 0.50914
2 C 1.23636 -0.64453 0.21881
3 C 0.93762 0.81026 -0.11936
4 C -0.42490 1.25557 -0.51276
5 N -1.30886 0.29038 -0.23718
6 C -1.01612 -1.05568 0.02668
7 N 0.13969 -1.55086 0.21022
8 H 1.75150 1.27033 -0.68533
9 H 0.91709 1.40221 0.81411
10 H -2.28783 0.51550 -0.34762
11 H -1.88737 -1.71152 0.02554

## Properties
LUMO, eV: -0.4
Energy relative to the best compared isomer or geometry (same formula, charge and spin), kcal per mole: 56.9
Kohn-Sham gap, eV: 8.49

4 unconnected molecules or ions with the total composition C2H12O3S2 at a distorted geometry, computed with the ωB97M-V functional and the def2-TZVPD basis.

Geometry (Å):
1 C -2.24346 -0.28037 -1.15383
2 S -1.63753 0.88034 0.13193
3 S 0.30667 1.25793 -0.52055
4 C 0.05445 1.65700 -2.26583
5 H -1.43995 -0.94046 -1.45755
6 H -2.48677 0.34850 -2.00343
7 H -3.10820 -0.79358 -0.76100
8 H 0.97407 2.12432 -2.56708
9 H -0.75777 2.36839 -2.39866
10 H -0.10376 0.76643 -2.86374
11 O 1.20142 -3.04566 -0.94455
12 H 0.23688 -3.09552 -1.00536
13 H 1.31768 -2.89646 0.00373
14 O 2.85774 -1.59296 1.65733
15 H 2.43222 -0.78097 1.96014
16 H 3.78731 -1.37911 1.53774
17 O 0.19067 -0.12397 2.95394
18 H -0.22532 -0.30627 2.09801
19 H -0.39640 0.58855 3.23889

## Properties
SMILES: CSSC.O.O.O
LUMO, eV: 0.5
Energy relative to the best compared isomer or geometry (same formula, charge and spin), kcal per mole: 14.7
Kohn-Sham gap, eV: 9.14

A molecular structure, C8H7O6Sc at a distorted geometry, computed with the ωB97M-V functional and the def2-TZVPD basis.

Geometry (Å):
1 O 0.00453 1.31111 -3.79587
2 C -0.03739 0.33484 -3.08031
3 Sc -0.10309 -0.66462 -0.96313
4 O 0.05716 2.72886 -1.07096
5 C -0.01837 1.57867 -0.89701
6 C 0.02549 -1.05830 -3.36798
7 O 0.03908 -2.00681 -2.47436
8 C 2.19767 0.12465 -1.26366
9 O 3.20007 0.54818 -1.63014
10 C -2.35240 0.13457 -1.35542
11 O -3.34935 0.57016 -1.71586
12 H 0.07329 -1.28804 -4.43128
13 C -1.23307 0.06690 2.67185
14 C -0.00179 -0.48671 2.11342
15 C 1.30905 -0.39218 2.79796
16 O -0.08798 -1.12899 1.00404
17 H -1.16302 0.10793 3.75357
18 H -2.10854 -0.52599 2.40541
19 H -1.39746 1.10922 2.33866
20 H 1.93790 -1.25884 2.57427
21 H 1.81464 0.55389 2.50333
22 H 1.19357 -0.35851 3.88347

## Properties
LUMO (alpha / beta), eV: -10.3 / -10.1
Energy relative to the best compared isomer or geometry (same formula, charge and spin), kcal per mole: 0.0
Kohn-Sham gap (alpha / beta), eV: 6.39 / 6.91
Total charge: +2

A molecular structure, C35H70Cl22F3NO2P at a distorted geometry, computed with the ωB97M-V functional and the def2-TZVPD basis.

Geometry (Å):
1 C -0.70362 -3.56197 1.24213
2 C -0.93557 -4.27936 2.59493
3 C -2.37724 -4.70718 2.88256
4 O -2.96078 -3.89209 3.89745
5 C -4.09709 -3.15284 3.46944
6 C -3.71187 -2.05623 2.49567
7 C -2.67676 -1.19800 3.17648
8 N -2.47296 0.10839 2.47503
9 C -2.85013 0.00236 1.03738
10 P -2.36887 1.52099 0.02316
11 C -1.06330 0.86590 -1.07096
12 O -1.54790 2.59262 0.99438
13 C -4.35447 -0.25099 0.93248
14 C -4.88885 -1.11480 2.10668
15 C -6.06436 -2.00166 1.67710
16 C -6.98542 -1.38308 0.64142
17 C -8.11312 -2.31715 0.29423
18 F -8.48021 -3.08535 1.30294
19 F -9.17584 -1.68681 -0.11538
20 F -7.71335 -3.13566 -0.66676
21 H -1.54095 -3.63776 0.56226
22 H 0.16240 -3.97026 0.73914
23 H -0.46458 -2.52137 1.42724
24 H -0.54469 -3.65190 3.37981
25 H -0.33585 -5.17670 2.56996
26 H -2.36796 -5.73781 3.20949
27 H -2.98565 -4.69594 1.98578
28 H -4.53616 -2.68753 4.34486
29 H -4.81391 -3.85903 3.06419
30 H -3.38875 -2.50104 1.56006
31 H -1.74513 -1.70255 3.37125
32 H -3.08419 -0.93775 4.15079
33 H -3.00321 0.85878 2.93291
34 H -1.48507 0.33499 2.55282
35 H -2.27754 -0.83054 0.65069
36 H -1.42240 0.05824 -1.69476
37 H -0.22921 0.48818 -0.46810
38 H -0.69248 1.65032 -1.71318
39 H -0.65839 2.23723 1.16018
40 H -4.47121 -0.80545 0.01626
41 H -4.82559 0.72325 0.89130
42 H -5.09724 -0.52377 2.99457
43 H -6.62249 -2.27595 2.55905
44 H -5.65119 -2.91067 1.25574
45 H -6.45328 -1.23411 -0.28406
46 H -7.38493 -0.41717 0.92719
47 Cl -6.56831 -0.83032 5.52470
48 C -7.44800 -1.93742 6.61910
49 C -6.59528 -3.09751 7.05771
50 Cl -6.23360 -4.20900 5.71290
51 H -8.34343 -2.27274 6.10302
52 H -7.74795 -1.35138 7.48574
53 H -7.12561 -3.67338 7.81376
54 H -5.65046 -2.76163 7.47833
55 Cl 2.34739 2.13097 -1.32451
56 C 3.40829 0.71264 -1.56310
57 C 2.73905 -0.37612 -2.35618
58 Cl 1.39508 -1.14504 -1.44490
59 H 3.71792 0.35878 -0.58323
60 H 4.29005 1.06175 -2.09815
61 H 3.46285 -1.16465 -2.57819
62 H 2.33884 0.00296 -3.29039
63 Cl -4.26427 2.35973 4.30590
64 C -4.10901 2.33204 6.09120
65 C -2.90633 1.56008 6.57000
66 Cl -3.06283 -0.19728 6.26801
67 H -5.03126 1.92013 6.49309
68 H -4.02521 3.37004 6.40987
69 H -2.80094 1.68707 7.64244
70 H -1.99059 1.90189 6.09201
71 Cl 4.40245 -4.01084 -0.21138
72 C 3.94244 -4.89909 -1.68607
73 C 4.84746 -4.58138 -2.84739
74 Cl 4.63926 -2.89937 -3.40808
75 H 2.90625 -4.65775 -1.91240
76 H 4.00740 -5.96065 -1.45348
77 H 4.60935 -5.23013 -3.68865
78 H 5.89484 -4.72055 -2.58862
79 Cl -2.17942 0.23616 -4.47799
80 C -1.13712 -0.96486 -5.28461
81 C 0.31338 -0.80489 -4.91053
82 Cl 1.02801 0.69716 -5.55389
83 H -1.28500 -0.86973 -6.35704
84 H -1.48670 -1.94808 -4.97448
85 H 0.89133 -1.63107 -5.32326
86 H 0.46091 -0.78889 -3.82968
87 Cl -2.73918 3.89714 9.06317
88 C -1.34010 4.65968 8.25768
89 C -1.59690 6.10639 7.93427
90 Cl -2.83399 6.28844 6.66496
91 H -1.11470 4.08924 7.35923
92 H -0.49613 4.57360 8.93946
93 H -0.68558 6.56862 7.55856
94 H -1.92751 6.66081 8.80851
95 Cl 4.89170 3.95757 -8.94009
96 C 3.72946 2.77086 -8.29081
97 C 3.84725 2.61933 -6.79727
98 Cl 5.36083 1.82643 -6.30190
99 H 3.89543 1.82474 -8.80080
100 H 2.73375 3.12913 -8.54753
101 H 3.05939 1.97661 -6.41502
102 H 3.78623 3.58053 -6.29273
103 Cl 8.79755 2.35723 -3.63864
104 C 9.57612 0.76372 -3.80508
105 C 8.77645 -0.16885 -4.67683
106 Cl 7.24074 -0.65053 -3.91053
107 H 9.71786 0.35243 -2.80891
108 H 10.55473 0.93224 -4.25154
109 H 9.34166 -1.08201 -4.85562
110 H 8.54341 0.28478 -5.63701
111 Cl -0.18348 11.02697 4.09271
112 C -1.75360 10.21587 4.31128
113 C -2.34228 10.47102 5.67435
114 Cl -1.40439 9.68289 6.96935
115 H -1.61039 9.15279 4.13438
116 H -2.42289 10.60611 3.54634
117 H -3.35091 10.06332 5.72068
118 H -2.38933 11.53362 5.89671
119 Cl 7.10964 -3.46886 -1.19925
120 C 7.84278 -5.08386 -1.35651
121 C 7.02584 -5.98840 -2.24229
122 Cl 5.45962 -6.42070 -1.50304
123 H 7.95935 -5.49905 -0.35880
124 H 8.83194 -4.94547 -1.78970
125 H 7.56404 -6.91879 -2.41432
126 H 6.82375 -5.52315 -3.20377
127 Cl 6.39438 0.16173 -11.55273
128 C 6.71528 1.91697 -11.55655
129 C 6.57832 2.51872 -12.93031
130 Cl 7.86365 1.97204 -14.03729
131 H 7.71020 2.07712 -11.14933
132 H 5.99269 2.37104 -10.88202
133 H 6.65692 3.60251 -12.86316
134 H 5.62060 2.26901 -13.37962

## Properties
LUMO, eV: -2.4
Kohn-Sham gap, eV: 8.53
Total charge: +1

A molecular structure, C3H3I3O at a distorted geometry, computed with the ωB97M-V functional and the def2-TZVPD basis.

Geometry (Å):
1 C 1.19587 0.13703 -0.46833
2 C 0.11550 -0.73518 0.14542
3 C -1.19768 -0.62428 -0.12673
4 O -0.20554 1.98381 1.44042
5 I -1.97264 0.80334 -1.44313
6 I -2.60442 -2.00226 0.63267
7 I 1.50531 1.64266 1.07560
8 H 2.04995 -0.35453 -0.81950
9 H 0.70704 0.72195 -1.18102
10 H 0.40661 -1.57253 0.74459

## Properties
LUMO, eV: -0.2
Energy relative to the best compared isomer or geometry (same formula, charge and spin), kcal per mole: 72.2
Kohn-Sham gap, eV: 8.53

A gas-phase ion, C10H14N3 (charge +1) at a distorted geometry, computed with the ωB97M-V functional and the def2-TZVPD basis.

Geometry (Å):
1 C 1.15338 0.78489 -1.56789
2 N 1.27363 -0.06015 -2.44839
3 C 0.50703 -1.30997 -2.44613
4 C -0.39651 -1.50448 -1.31698
5 C -1.19359 -2.59155 -1.00502
6 C -1.77795 -2.30138 0.19417
7 C -1.30588 -1.11593 0.64827
8 N -0.50424 -0.57329 -0.33131
9 C 0.43529 0.63454 -0.21647
10 C -0.35639 1.97589 0.16278
11 C -0.19748 2.04404 1.61697
12 N 0.68911 0.90540 2.15463
13 C 1.42667 0.36214 0.85400
14 H 1.69969 1.75723 -1.64914
15 H 1.04461 -2.14968 -2.59627
16 H -0.20913 -1.27187 -3.31113
17 H -1.55783 -3.34874 -1.72499
18 H -2.53256 -3.02370 0.71234
19 H -1.87828 -0.62292 1.44385
20 H -1.32488 2.02496 -0.21817
21 H 0.16900 2.87649 -0.21159
22 H 0.26817 2.89036 1.94452
23 H -1.06096 2.12353 2.31065
24 H 1.47593 1.33200 2.67946
25 H 0.15747 0.10526 2.61428
26 H 1.60887 -0.73522 0.99640
27 H 2.38682 0.79218 0.71115

## Properties
SMILES: C1=NCc2cccn2[C@]12CC[NH2+]C2
LUMO, eV: -3.4
Energy relative to the best compared isomer or geometry (same formula, charge and spin), kcal per mole: 68.2
Kohn-Sham gap, eV: 8.02
Total charge: +1

Question: What is the formula in the sixth record?
Answer: C10H14N3